No. 1
The following is a DFT calculation (ωB97M-V/def2-TZVPD) of 2 unconnected molecules or ions with the total composition C3H11BN at a distorted geometry.

Summary:
Calculated total energy ... -200.15416 a.u.
Gap between HOMO and LUMO ... 0.2669 Eh
HOMO level ... -12.53 eV
Relative energy (zero: lowest compared OMol25 entry of this formula, charge and spin) ... 13.61 kcal per mole
E_LUMO ... -0.193 hartree
Total charge ... +1

Geometry as XYZ:
```
16
C3H11BN (ωB97M-V/def2-TZVPD)
B -1.685 0.012 0.322
C -1.293 -1.053 1.319
C -2.214 0.945 -0.630
C 2.018 0.523 -0.142
N 2.617 -0.614 -0.886
H -0.398 -1.593 1.313
H -1.986 -1.948 1.221
H 2.639 1.158 0.492
H -2.410 0.408 -1.645
H -1.871 1.907 -0.835
H -3.123 0.956 -0.081
H 1.310 0.067 0.641
H 1.326 1.071 -0.828
H 3.573 -0.769 -0.675
H 2.810 -0.432 -1.918
H -1.311 -0.639 2.333
```



No. 2
The following is a DFT calculation (ωB97M-V/def2-TZVPD) of a molecular structure, C21H15AsCl2MnO4Yb at a distorted geometry.

Summary:
Calculated total energy ... -6574.40526 a.u.
Gap between HOMO and LUMO (alpha / beta) ... 0.2073 / 0.0618 Eh
Multiplicity ... 6
HOMO level (alpha / beta) ... -17.67 / -17.67 eV
E_LUMO (alpha / beta) ... -0.442 / -0.588 hartree
Total charge ... +4

Geometry as XYZ:
```
45
C21H15AsCl2MnO4Yb (ωB97M-V/def2-TZVPD)
Yb -0.935 -2.732 -7.647
Mn 0.352 -0.091 -2.373
Cl -2.114 -4.514 -6.581
Cl 0.576 0.296 -4.551
C 2.200 -0.071 -1.958
C -1.619 -4.399 -9.439
C -0.043 -2.603 -10.097
O 3.273 0.145 -1.581
O -1.583 -4.831 -10.511
O 0.129 -2.852 -11.228
O -0.196 -0.562 -0.583
As -0.073 0.174 0.991
C -1.554 -0.428 2.113
C -1.704 -1.797 2.375
C -2.635 -2.233 3.332
C -3.456 -1.315 3.996
C -3.365 0.040 3.672
C -2.421 0.491 2.735
C 1.684 -0.272 1.725
C 2.639 0.712 2.038
C 3.876 0.325 2.575
C 4.168 -1.018 2.797
C 3.218 -1.995 2.482
C 1.974 -1.623 1.951
C -0.271 2.068 0.705
C 0.112 2.985 1.696
C -0.053 4.360 1.462
C -0.581 4.811 0.249
C -0.946 3.886 -0.735
C -0.783 2.519 -0.517
H -1.106 -2.518 1.815
H -2.714 -3.299 3.550
H -4.169 -1.666 4.745
H -4.038 0.751 4.157
H -2.380 1.552 2.483
H 2.438 1.766 1.847
H 4.629 1.083 2.814
H 5.132 -1.321 3.210
H 3.435 -3.050 2.643
H 1.239 -2.391 1.699
H 0.529 2.637 2.643
H 0.236 5.072 2.238
H -0.714 5.879 0.064
H -1.356 4.230 -1.689
H -1.029 1.798 -1.310
```



No. 3
The following is a DFT calculation (ωB97M-V/def2-TZVPD) of C10H13N in the gas phase at a distorted geometry.

Summary:
Calculated total energy ... -443.41107 a.u.
Gap between HOMO and LUMO ... 0.3333 Eh
HOMO level ... -8.33 eV
Relative energy (zero: lowest compared OMol25 entry of this formula, charge and spin) ... 120.88 kcal per mole
E_LUMO ... 0.027 hartree
SMILES ... C[C@H]1Cc2ccccc2CN1

Geometry as XYZ:
```
24
C10H13N (ωB97M-V/def2-TZVPD)
C -0.982 2.579 -0.323
C -0.829 1.442 -1.309
C 0.487 0.686 -1.450
C 0.650 -0.333 -0.451
C 1.892 -0.599 -0.179
C 2.305 -1.300 1.053
C 1.250 -1.566 1.940
C -0.139 -1.220 1.875
C -0.416 -0.786 0.400
C -1.806 -0.446 0.000
H -0.569 2.294 0.697
H -2.036 3.001 -0.171
H -0.618 3.598 -0.708
H -1.165 2.134 -2.112
H 1.333 1.238 -1.388
H 0.450 0.391 -2.585
H 2.727 0.097 -0.705
H 3.357 -1.427 1.313
H 1.393 -1.550 3.141
H -0.779 -1.449 2.710
H -2.285 -0.214 0.936
H -2.111 -1.592 -0.410
H -1.649 -0.129 -2.168
N -1.788 0.409 -1.127
```



No. 4
The following is a DFT calculation (ωB97M-V/def2-TZVPD) of a molecular structure, C6H12F6N3O4PdS2.

Summary:
Calculated total energy ... -2223.22230 a.u.
Gap between HOMO and LUMO ... 0.2633 Eh
HOMO level ... -20.26 eV
E_LUMO ... -0.481 hartree
Total charge ... +3

Geometry as XYZ:
```
34
C6H12F6N3O4PdS2 (ωB97M-V/def2-TZVPD)
Pd -0.175 -0.544 -0.772
N -1.357 -0.954 -2.509
C -2.543 -0.031 -2.669
C -3.020 0.521 -1.341
C -3.600 -0.516 -0.362
C -2.713 -0.834 0.824
N -1.451 -1.547 0.430
H -0.734 -0.825 -3.306
H -1.644 -1.930 -2.560
H -3.334 -0.580 -3.181
H -2.224 0.780 -3.321
H -3.770 1.282 -1.563
H -2.197 1.083 -0.863
H -3.869 -1.440 -0.885
H -4.537 -0.143 0.051
H -3.222 -1.499 1.526
H -2.416 0.064 1.366
H -1.679 -2.440 -0.012
H -0.914 -1.771 1.272
F 7.183 -1.405 5.778
C 7.757 -0.676 4.964
F 8.375 -1.173 4.020
F 7.711 0.550 5.095
S 1.679 -0.672 1.463
O 1.230 -1.529 0.165
O 0.775 -0.939 2.535
N 0.795 0.656 0.505
S 1.758 1.321 -0.705
O 1.221 0.531 -1.853
O 3.138 1.345 -0.420
C 1.058 3.071 -0.886
F 1.298 3.707 0.227
F 1.659 3.603 -1.911
F -0.239 2.933 -1.098
```



No. 5
The following is a DFT calculation (ωB97M-V/def2-TZVPD) of 2 unconnected molecules or ions with the total composition C6H17NO at a distorted geometry.

Summary:
Calculated total energy ... -368.64630 a.u.
Gap between HOMO and LUMO ... 0.3109 Eh
HOMO level ... -7.86 eV
Relative energy (zero: lowest compared OMol25 entry of this formula, charge and spin) ... 96.98 kcal per mole
E_LUMO ... 0.022 hartree
SMILES ... CCNCC(C)C.O

Geometry as XYZ:
```
25
C6H17NO (ωB97M-V/def2-TZVPD)
C 0.162 -1.204 1.757
N 0.287 0.167 1.736
C 0.655 0.742 0.442
C 1.178 0.100 -0.769
C 1.468 1.145 -1.822
C 0.038 -0.772 -1.420
C -1.070 -2.138 1.669
H 0.417 -1.536 2.811
H 0.960 -1.689 1.155
H -0.583 0.493 2.112
H -0.251 1.500 0.332
H 1.403 1.441 0.885
H 2.142 -0.667 -0.605
H 2.178 1.932 -1.435
H 1.727 0.661 -2.643
H 0.584 1.864 -2.234
H -0.516 0.028 -2.058
H -0.544 -1.205 -0.524
H 0.447 -1.428 -2.032
H -1.792 -1.901 2.411
H -0.683 -3.154 1.974
H -1.690 -1.889 0.634
H -2.833 2.041 -1.020
H -1.554 2.086 -1.857
O -2.000 1.627 -1.149
```



No. 6
The following is a DFT calculation (ωB97M-V/def2-TZVPD) of a molecular structure, C46H46BBrIrN10O2Se at a distorted geometry.

Summary:
Calculated total energy ... -7582.79645 a.u.
Gap between HOMO and LUMO (alpha / beta) ... 0.2570 / 0.1847 Eh
Multiplicity ... 2
HOMO level (alpha / beta) ... -13.03 / -13.02 eV
Relative energy (zero: lowest compared OMol25 entry of this formula, charge and spin) ... 37.57 kcal per mole
E_LUMO (alpha / beta) ... -0.222 / -0.294 hartree
Total charge ... +2

Geometry as XYZ:
```
108
C46H46BBrIrN10O2Se (ωB97M-V/def2-TZVPD)
Ir -0.388 -0.399 -0.068
C -5.030 1.614 1.923
C -4.242 0.895 0.885
C -4.691 0.237 -0.241
C -3.576 -0.291 -0.884
N -2.466 0.070 -0.163
N -2.915 0.773 0.920
B -1.955 1.260 2.021
N -0.881 2.131 1.370
N -0.236 1.694 0.254
C 0.463 2.745 -0.239
C 0.221 3.848 0.575
C -0.626 3.429 1.583
C -1.197 4.202 2.720
C 1.318 2.895 -1.440
C 2.496 2.196 -1.682
C 3.313 2.542 -2.748
C 2.953 3.567 -3.608
C 1.770 4.260 -3.391
C 0.969 3.936 -2.310
N -1.343 0.019 2.677
N -0.732 -0.942 1.933
C -0.301 -1.874 2.811
C -0.668 -1.512 4.093
C -1.303 -0.289 3.976
C -1.880 0.572 5.043
C 0.348 -3.176 2.522
C 1.737 -3.306 2.555
C 2.321 -4.552 2.371
C 1.524 -5.675 2.189
C 0.141 -5.558 2.203
C -0.446 -4.312 2.372
C -3.683 -1.106 -2.120
C -2.611 -1.518 -2.907
C -2.796 -2.261 -4.064
C -4.071 -2.615 -4.468
C -5.155 -2.223 -3.694
C -4.966 -1.484 -2.541
H -6.086 1.579 1.664
H -4.729 2.658 1.997
H -4.903 1.156 2.903
H -5.718 0.165 -0.545
H -2.548 1.886 2.832
H 0.652 4.827 0.454
H -0.780 5.206 2.718
H -0.955 3.733 3.673
H -2.281 4.280 2.646
H 2.798 1.415 -1.001
H 4.245 2.012 -2.897
H 3.597 3.834 -4.436
H 1.479 5.065 -4.051
H 0.057 4.494 -2.135
H -0.483 -2.075 4.991
H -1.746 0.087 6.007
H -2.945 0.744 4.890
H -1.379 1.540 5.076
H 2.348 -2.429 2.753
H 3.398 -4.652 2.402
H 1.983 -6.647 2.066
H -0.480 -6.437 2.096
H -1.526 -4.224 2.421
H -1.607 -1.240 -2.643
H -1.937 -2.553 -4.656
H -4.222 -3.185 -5.373
H -6.159 -2.494 -3.990
H -5.840 -1.211 -1.969
N -1.190 -2.426 -0.349
C -0.718 -3.531 -1.222
C 0.689 -3.954 -0.857
C 1.626 -2.794 -1.091
N 1.404 -1.670 -0.137
H -1.169 -2.778 0.608
H -2.176 -2.263 -0.545
H -0.746 -3.191 -2.255
H -1.435 -4.348 -1.127
H 0.982 -4.789 -1.492
H 0.752 -4.311 0.173
H 1.487 -2.442 -2.106
H 2.671 -3.089 -0.970
H 2.163 -0.986 -0.159
H 1.478 -2.067 0.797
Se -1.555 1.541 -2.507
N -0.217 0.376 -2.071
C 0.562 0.253 -3.151
C 1.850 -0.346 -3.258
C 2.487 -0.362 -4.457
C 1.934 0.226 -5.635
C 0.762 0.898 -5.566
C 0.071 0.953 -4.316
N -1.019 1.680 -4.150
H 2.368 -0.686 -2.380
H 3.479 -0.792 -4.517
H 2.488 0.174 -6.561
H 0.332 1.416 -6.411
Br 5.394 4.804 0.727
C 4.792 3.490 1.947
C 5.419 3.336 3.171
C 4.947 2.377 4.059
C 3.859 1.586 3.731
C 3.250 1.742 2.491
C 3.716 2.694 1.595
C 2.044 0.901 2.184
O 1.266 0.577 3.056
O 1.902 0.567 0.920
H 6.263 3.960 3.431
H 5.433 2.256 5.017
H 3.471 0.857 4.429
H 3.237 2.836 0.637
```



No. 7
The following is a DFT calculation (ωB97M-V/def2-TZVPD) of a molecular structure, C2H3OZn at a distorted geometry.

Summary:
Calculated total energy ... -1932.11114 a.u.
Gap between HOMO and LUMO (alpha / beta) ... 0.3541 / 0.1884 Eh
HOMO level (alpha / beta) ... -15.75 / -13.16 eV
Relative energy (zero: lowest compared OMol25 entry of this formula, charge and spin) ... 65.74 kcal per mole
E_LUMO (alpha / beta) ... -0.225 / -0.295 hartree
Total charge ... +1

Geometry as XYZ:
```
7
C2H3OZn (ωB97M-V/def2-TZVPD)
H 2.169 -0.767 0.135
O 0.235 0.084 -0.081
C 1.389 0.027 0.555
C 1.543 -0.524 1.796
H 2.513 -0.414 2.286
H 0.676 -0.753 2.422
Zn -1.254 0.150 -0.841
```



No. 8
The following is a DFT calculation (ωB97M-V/def2-TZVPD) of a molecular structure, C28H47Cl3N2O3PSiTi at a distorted geometry.

Summary:
Calculated total energy ... -4291.29415 a.u.
Gap between HOMO and LUMO (alpha / beta) ... 0.1868 / 0.1868 Eh
Multiplicity ... 2
HOMO level (alpha / beta) ... -4.89 / -4.89 eV
Relative energy (zero: lowest compared OMol25 entry of this formula, charge and spin) ... 63.41 kcal per mole
E_LUMO (alpha / beta) ... 0.007 / 0.007 hartree

Geometry as XYZ:
```
86
C28H47Cl3N2O3PSiTi (ωB97M-V/def2-TZVPD)
C 1.388 -1.384 -4.336
C 0.973 0.001 -4.018
H 1.506 -1.578 -5.406
H 0.611 -2.037 -3.937
H 2.313 -1.645 -3.809
C 0.298 0.819 -4.870
C -0.308 0.281 -6.126
H 0.004 1.812 -4.604
H -0.774 -0.715 -6.030
H 0.459 0.214 -6.905
H -1.093 0.957 -6.482
Ti -0.573 -1.140 1.114
Cl 1.870 -1.139 1.144
Cl -2.143 -2.784 1.642
C 0.717 1.851 1.249
O -0.185 0.982 1.019
N 0.383 3.101 1.572
C -1.019 3.513 1.460
C 1.379 4.116 1.913
H 1.795 1.578 1.243
H -1.689 2.692 1.744
H -1.244 3.830 0.431
H -1.172 4.365 2.132
H 2.375 3.653 1.940
H 1.144 4.541 2.894
H 1.369 4.914 1.164
H -1.712 -1.156 -3.325
H -2.912 1.587 -3.963
C -2.697 -1.090 -2.831
C -3.558 1.250 -3.128
N -2.883 0.267 -2.288
H -2.734 -1.806 -2.005
C -2.480 0.537 -1.033
O -2.015 -0.341 -0.268
H -3.843 2.129 -2.536
H -2.647 1.578 -0.731
H -3.503 -1.273 -3.558
H -4.468 0.802 -3.580
O 0.261 -0.361 -2.355
C 1.254 0.487 -2.601
C -0.220 2.504 -2.303
C 1.040 1.934 -2.202
H -1.057 1.840 -2.549
C -0.397 3.869 -2.039
H 2.263 0.172 -2.331
C 2.131 2.707 -1.776
H -1.412 4.284 -2.134
C 0.691 4.644 -1.701
C 1.948 4.065 -1.545
H 3.095 2.198 -1.614
H 0.557 5.726 -1.556
H 2.815 4.680 -1.252
Si 0.265 -4.520 -0.240
Cl -0.156 -2.250 -0.703
C -1.454 -5.289 -0.035
C 1.221 -4.493 1.384
C 1.211 -5.476 -1.570
H -2.225 -4.701 -0.558
H -1.731 -5.409 1.021
H -1.388 -6.294 -0.511
H 0.523 -5.697 -2.406
H 1.602 -6.433 -1.181
H 2.060 -4.877 -1.952
H 1.414 -3.462 1.734
H 2.199 -4.971 1.209
H 0.674 -5.055 2.161
C -0.400 -2.556 4.268
P -0.416 -0.971 3.450
C -2.018 -0.160 3.707
C 0.807 0.044 4.245
C 2.073 -0.516 4.471
C 3.001 0.154 5.262
C 2.685 1.404 5.815
C 1.424 1.973 5.557
C 0.496 1.295 4.774
H -1.345 -3.074 4.080
H -0.272 -2.318 5.325
H 0.428 -3.172 3.902
H -2.116 -0.122 4.798
H -2.044 0.853 3.280
H -2.822 -0.764 3.261
H 2.332 -1.477 4.023
H 3.978 -0.305 5.461
H 3.407 1.926 6.442
H 1.171 2.944 5.987
H -0.486 1.734 4.607
```



No. 9
The following is a DFT calculation (ωB97M-V/def2-TZVPD) of 8 unconnected molecules or ions with the total composition C35H80N7O7P at a distorted geometry.

Summary:
Calculated total energy ... -2632.93252 a.u.
Gap between HOMO and LUMO ... 0.3310 Eh
HOMO level ... -8.56 eV
E_LUMO ... 0.016 hartree
SMILES ... CCCCCCCCCCCCCCP.CNC(C)=O.CNC(C)=O.CNC(C)=O.CNC(C)=O.CNC(C)=O.CNC(C)=O.CNC(C)=O

Geometry as XYZ:
```
130
C35H80N7O7P (ωB97M-V/def2-TZVPD)
C 0.989 3.022 1.632
C 0.583 1.589 1.186
C 1.027 1.225 -0.278
C 1.448 -0.291 -0.407
C 2.890 -0.484 -0.995
C 3.833 -1.050 0.144
C 4.248 0.166 1.017
C 4.601 -0.184 2.500
C 3.779 0.587 3.575
C 4.301 2.018 3.941
C 4.831 2.874 2.743
C 6.390 2.706 2.595
C 6.893 2.705 1.110
C 7.790 3.929 0.744
P 6.662 5.145 -0.174
H 2.009 3.304 1.326
H 0.263 3.762 1.249
H 0.944 3.071 2.740
H -0.503 1.391 1.273
H 1.072 0.878 1.878
H 1.897 1.855 -0.542
H 0.215 1.401 -1.011
H 0.720 -0.878 -0.996
H 1.439 -0.710 0.617
H 3.325 0.497 -1.281
H 2.906 -1.111 -1.902
H 3.247 -1.820 0.682
H 4.734 -1.479 -0.339
H 5.071 0.746 0.560
H 3.381 0.863 1.053
H 5.676 -0.058 2.729
H 4.396 -1.264 2.653
H 2.700 0.638 3.340
H 3.851 -0.015 4.508
H 5.095 1.948 4.705
H 3.444 2.575 4.375
H 4.281 2.732 1.800
H 4.677 3.936 3.033
H 6.715 1.786 3.118
H 6.853 3.533 3.173
H 5.993 2.759 0.467
H 7.376 1.734 0.903
H 8.205 4.437 1.634
H 8.606 3.656 0.054
H 5.647 5.463 0.772
H 7.408 6.339 -0.380
C 0.590 -4.346 1.800
C 1.803 -3.976 2.605
O 2.409 -2.922 2.441
N 2.230 -4.858 3.548
C 1.660 -6.146 3.898
H 0.372 -3.549 1.093
H 0.774 -5.263 1.238
H -0.273 -4.472 2.457
H 3.048 -4.544 4.047
H 1.377 -6.133 4.953
H 2.416 -6.919 3.748
H 0.788 -6.377 3.295
C 2.265 -6.620 -2.120
C 0.869 -6.171 -1.775
O 0.513 -5.987 -0.615
N 0.000 -5.969 -2.792
C 0.225 -6.124 -4.220
H 2.838 -6.737 -1.204
H 2.236 -7.580 -2.636
H 2.758 -5.875 -2.745
H -0.912 -5.672 -2.485
H 0.036 -5.174 -4.703
H -0.478 -6.861 -4.607
H 1.240 -6.446 -4.438
C -2.901 -2.928 -5.059
C -2.089 -3.641 -6.109
O -1.637 -4.768 -5.930
N -1.866 -2.990 -7.275
C -2.320 -1.663 -7.655
H -2.995 -3.569 -4.186
H -2.406 -2.003 -4.760
H -3.900 -2.709 -5.438
H -1.317 -3.520 -7.933
H -2.934 -1.749 -8.555
H -1.446 -1.047 -7.877
H -2.900 -1.191 -6.869
C 0.602 -3.224 9.088
C 1.404 -3.958 8.046
O 1.835 -5.086 8.233
N 1.643 -3.325 6.868
C 1.222 -1.999 6.455
H 0.497 -3.857 9.966
H 1.111 -2.306 9.382
H -0.394 -2.993 8.706
H 2.184 -3.875 6.222
H 0.613 -2.087 5.553
H 2.107 -1.403 6.223
H 0.647 -1.499 7.228
C -2.759 2.679 -0.651
C -4.133 3.243 -0.898
O -4.852 2.836 -1.799
N -4.565 4.236 -0.078
C -3.868 4.849 1.038
H -2.554 1.899 -1.380
H -2.004 3.460 -0.761
H -2.705 2.242 0.347
H -5.491 4.565 -0.301
H -4.462 4.710 1.944
H -3.768 5.919 0.847
H -2.883 4.418 1.185
C -8.161 3.090 1.378
C -8.614 4.502 1.641
O -7.978 5.265 2.353
N -9.768 4.917 1.056
C -10.655 4.167 0.186
H -7.230 2.909 1.909
H -8.907 2.379 1.735
H -7.985 2.945 0.310
H -10.008 5.870 1.276
H -10.729 4.684 -0.773
H -11.646 4.127 0.642
H -10.297 3.156 0.020
C -4.253 2.036 -8.269
C -3.441 1.711 -7.043
O -3.447 0.598 -6.535
N -2.688 2.701 -6.501
C -2.549 4.073 -6.951
H -4.797 1.148 -8.580
H -4.973 2.824 -8.048
H -3.599 2.345 -9.085
H -2.174 2.412 -5.684
H -1.498 4.266 -7.177
H -2.865 4.741 -6.148
H -3.146 4.270 -7.836
```